No. 1
This record from OMol25 describes an isolated molecule of C5H11NO in a non-equilibrium geometry. The level of theory is ωB97M-V/def2-TZVPD.

Each atom is followed by the atoms it is bonded to, with distances in Å.
CARTESIAN COORDINATES (ANGSTROEM)
1 C -2.6725 0.0896 -0.7827  O2 1.405, H8 1.092, H9 1.101, H10 1.101
2 O -1.4612 -0.6049 -0.9403  C1 1.405, C3 1.398
3 C -0.3490 0.2369 -0.8462  O2 1.398, C4 1.550, C7 1.535, H11 1.096
4 C 0.0666 0.5915 0.6039  C3 1.550, N5 1.448, H12 1.102, H13 1.100
5 N 1.0921 -0.4221 0.4738  C4 1.448, C6 1.491, C7 1.433
6 C 2.3250 -0.2717 1.2994  N5 1.491, H14 1.193, H15 1.125, H16 1.094
7 C 0.9493 -0.5753 -0.9435  C3 1.535, N5 1.433, H17 1.096, H18 1.094
8 H -3.4773 -0.6412 -0.8837  C1 1.092
9 H -2.7896 0.8647 -1.5559  C1 1.101
10 H -2.7491 0.5699 0.2048  C1 1.101
11 H -0.4310 1.0903 -1.5288  C3 1.096
12 H 0.4949 1.6010 0.7122  C4 1.102
13 H -0.6797 0.4270 1.3958  C4 1.100
14 H 1.4483 -0.9754 1.6985  C6 1.193
15 H 2.6795 0.7956 1.3103  C6 1.125
16 H 3.1350 -0.8861 0.8964  C6 1.094
17 H 0.8225 -1.6171 -1.2601  C7 1.096
18 H 1.7752 -0.0936 -1.4746  C7 1.094

Output
Spin multiplicity: 1
Largest force on an atom in eV/A: 3.7
Electronic energy in eV: -8896.521
Orbital gap in hartree: 0.3262
Energy relative to the best compared isomer or geometry (same formula, charge and spin) in kcal per mole: 119.37

Computed Löwdin charges, given in elementary charges:
1. C -0.11
2. O -0.14
3. C -0.31
4. C -0.12
5. N -0.30
6. C -0.07
7. C -0.10
8. H 0.09
9. H 0.09
10. H 0.09
11. H 0.14
12. H 0.12
13. H 0.12
14. H 0.14
15. H 0.07
16. H 0.05
17. H 0.12
18. H 0.12


No. 2
This record from OMol25 describes a cluster of 2 separate species, C5H9FO2 in total in a non-equilibrium geometry. The level of theory is ωB97M-V/def2-TZVPD.

Each atom is followed by the atoms it is bonded to, with distances in Å.
CARTESIAN COORDINATES (ANGSTROEM)
1 C 1.6505 1.9119 0.3348  O6 1.327, H9 1.095, H10 1.155
2 C -2.0948 0.1761 -0.6067  C4 1.513, O7 1.192, H11 1.143
3 C 1.4970 -0.4442 -0.0264  C5 1.482, O6 1.277, F8 1.364
4 C -2.2715 0.0768 0.8922  C2 1.513, H12 1.055, H13 1.024, H14 1.028
5 C 1.7822 -1.6278 -0.8713  C3 1.482, H15 1.176, H16 1.069, H17 1.192
6 O 1.8508 0.7550 -0.2842  C1 1.327, C3 1.277
7 O -1.2743 0.8854 -1.1024  C2 1.192
8 F 0.6633 -0.5448 1.0488  C3 1.364
9 H 1.7035 2.8980 -0.1391  C1 1.095
10 H 0.9732 1.7012 1.2466  C1 1.155
11 H -2.9193 -0.4834 -1.0450  C2 1.143
12 H -1.6774 0.7692 1.4228  C4 1.055
13 H -1.9338 -0.8147 1.2651  C4 1.024
14 H -3.1916 0.4218 1.1960  C4 1.028
15 H 1.8949 -2.5471 -0.1469  C5 1.176
16 H 2.5102 -1.3530 -1.6036  C5 1.069
17 H 0.8369 -1.7805 -1.5805  C5 1.192

Output
Spin multiplicity: 1
Largest force on an atom in eV/A: 3.8
Electronic energy in eV: -12138.037
Orbital gap in hartree: 0.2712
Energy relative to the best compared isomer or geometry (same formula, charge and spin) in kcal per mole: 124.28

Computed Löwdin charges, given in elementary charges:
1. C -0.05
2. C -0.30
3. C -0.41
4. C -0.06
5. C -0.01
6. O -0.04
7. O 0.06
8. F 0.06
9. H 0.05
10. H 0.07
11. H 0.13
12. H 0.06
13. H 0.05
14. H 0.05
15. H 0.13
16. H 0.07
17. H 0.12


Please write out number 2 again, unchanged.
This record from OMol25 describes a cluster of 2 separate species, C5H9FO2 in total in a non-equilibrium geometry. The level of theory is ωB97M-V/def2-TZVPD.

Each atom is followed by the atoms it is bonded to, with distances in Å.
CARTESIAN COORDINATES (ANGSTROEM)
1 C 1.6505 1.9119 0.3348  O6 1.327, H9 1.095, H10 1.155
2 C -2.0948 0.1761 -0.6067  C4 1.513, O7 1.192, H11 1.143
3 C 1.4970 -0.4442 -0.0264  C5 1.482, O6 1.277, F8 1.364
4 C -2.2715 0.0768 0.8922  C2 1.513, H12 1.055, H13 1.024, H14 1.028
5 C 1.7822 -1.6278 -0.8713  C3 1.482, H15 1.176, H16 1.069, H17 1.192
6 O 1.8508 0.7550 -0.2842  C1 1.327, C3 1.277
7 O -1.2743 0.8854 -1.1024  C2 1.192
8 F 0.6633 -0.5448 1.0488  C3 1.364
9 H 1.7035 2.8980 -0.1391  C1 1.095
10 H 0.9732 1.7012 1.2466  C1 1.155
11 H -2.9193 -0.4834 -1.0450  C2 1.143
12 H -1.6774 0.7692 1.4228  C4 1.055
13 H -1.9338 -0.8147 1.2651  C4 1.024
14 H -3.1916 0.4218 1.1960  C4 1.028
15 H 1.8949 -2.5471 -0.1469  C5 1.176
16 H 2.5102 -1.3530 -1.6036  C5 1.069
17 H 0.8369 -1.7805 -1.5805  C5 1.192

Output
Spin multiplicity: 1
Largest force on an atom in eV/A: 3.8
Electronic energy in eV: -12138.037
Orbital gap in hartree: 0.2712
Energy relative to the best compared isomer or geometry (same formula, charge and spin) in kcal per mole: 124.28

Computed Löwdin charges, given in elementary charges:
1. C -0.05
2. C -0.30
3. C -0.41
4. C -0.06
5. C -0.01
6. O -0.04
7. O 0.06
8. F 0.06
9. H 0.05
10. H 0.07
11. H 0.13
12. H 0.06
13. H 0.05
14. H 0.05
15. H 0.13
16. H 0.07
17. H 0.12


The highest electronic energy belongs to which entry?
C5H11NO


Which of these has the lowest orbital gap?
C5H9FO2


Number 1 is which compound?
C5H11NO